Formula: H4OS
Source: the OMol25 dataset
Level of theory: the ωB97M-V functional and the def2-TZVPD basis

```
6
Properties=species:S:1:pos:R:3:forces:R:3
O 2.79176 0.07441 1.30711 -1.03 -0.32 -0.36
H 1.94340 0.09496 1.80521 0.88 -0.05 -0.62
H 2.55210 -0.28702 0.42383 0.14 0.37 0.97
S -0.54061 -0.00223 -0.26026 -0.17 -0.05 -0.24
H -0.62477 0.53038 -1.49353 0.04 -0.06 0.19
H -1.45393 -0.94760 -0.54982 0.15 0.12 0.06
```
Forces are in eV/Å.

Results
Orbital gap = 10.859 eV
HOMO = -0.3738 Eh
Relative energy (zero: lowest compared OMol25 entry of this formula, charge and spin) = 6.22 kJ/mol
Total charge = 0
Energy = -12947.414 eV
SMILES string = O.S